<i>
A structure of composition C51H44BrClN3O8PSTi, computed with wB97M-V/def2-TZVPD.

* E_HOMO (alpha / beta): 0.01 / -2.76 eV
* molar mass: 1053.19 u
* expectation value of S²: 2.041
* HOMO-LUMO gap (alpha / beta): 0.14081 / 0.24214 Ha

The geometry in ORCA input format:
```
! RIJCOSX wB97M-V def2-TZVPD def2/J DEFGRID3
* xyz -2 3
Ti -0.216 0.447 -0.271
O 0.469 -0.533 1.239
C 1.111 -0.150 2.334
C 2.015 -1.012 2.937
C 2.714 -0.648 4.090
C 2.492 0.615 4.648
C 1.584 1.480 4.065
C 0.856 1.138 2.899
C -0.102 2.014 2.341
N -0.808 1.771 1.216
C -1.771 2.799 0.843
C -2.103 2.606 -0.645
N -0.887 2.119 -1.252
C -0.187 2.991 -1.967
C 1.154 2.795 -2.372
C 1.736 3.612 -3.365
C 3.056 3.473 -3.734
C 3.855 2.513 -3.104
C 3.313 1.703 -2.116
C 1.974 1.815 -1.752
O 1.461 1.064 -0.775
H 2.169 -1.982 2.475
H 3.427 -1.334 4.531
H 3.033 0.922 5.536
H 1.409 2.457 4.504
H -0.271 2.964 2.849
H -1.336 3.799 0.997
H -2.680 2.740 1.455
H -2.439 3.545 -1.101
H -2.895 1.864 -0.768
H -0.689 3.906 -2.285
H 1.106 4.351 -3.849
H 3.468 4.104 -4.513
H 4.896 2.395 -3.383
H 3.925 0.971 -1.612
Cl 3.575 -1.156 -0.150
C 3.159 -2.839 -0.059
C 4.126 -3.684 0.479
C 3.896 -5.046 0.537
C 2.697 -5.551 0.046
C 1.749 -4.685 -0.470
C 1.943 -3.299 -0.530
P 0.640 -2.179 -1.311
C -0.814 -3.208 -0.885
C -0.989 -3.493 0.473
C -2.080 -4.228 0.901
C -3.016 -4.687 -0.021
C -2.866 -4.370 -1.360
C -1.778 -3.619 -1.796
C 1.137 -2.559 -3.032
C 0.842 -3.722 -3.733
C 1.344 -3.920 -5.010
C 2.142 -2.952 -5.607
C 2.438 -1.785 -4.916
C 1.937 -1.592 -3.636
H 5.050 -3.253 0.840
H 4.647 -5.705 0.955
H 2.496 -6.615 0.071
H 0.814 -5.096 -0.830
H -0.273 -3.115 1.195
H -2.205 -4.434 1.958
H -3.875 -5.258 0.313
H -3.620 -4.668 -2.078
H -1.709 -3.293 -2.828
H 0.210 -4.481 -3.289
H 1.092 -4.826 -5.549
H 2.519 -3.102 -6.612
H 3.043 -1.011 -5.372
H 2.146 -0.665 -3.113
Br -2.384 4.513 -4.858
C -1.714 2.817 -5.432
C -1.279 2.678 -6.739
C -0.799 1.437 -7.144
C -0.787 0.366 -6.262
C -1.211 0.534 -4.949
C -1.668 1.774 -4.526
C -1.166 -0.635 -3.975
O -1.479 -1.745 -4.444
O -0.773 -0.330 -2.824
H -1.303 3.522 -7.415
H -0.446 1.310 -8.160
H -0.446 -0.616 -6.565
H -1.978 1.900 -3.498
C 0.479 -2.438 6.599
C -0.793 -1.776 6.143
C -0.747 -0.792 5.164
C -1.915 -0.196 4.706
C -3.133 -0.601 5.236
C -3.204 -1.570 6.227
C -2.027 -2.150 6.676
S -4.610 0.124 4.595
O -5.677 0.040 5.559
O -4.240 1.412 4.078
N -4.999 -0.949 3.421
C -4.050 -1.257 2.336
C -3.622 -0.124 1.420
C -3.154 -0.714 0.091
O -3.924 -1.401 -0.566
O -1.937 -0.437 -0.222
H 1.338 -1.788 6.431
H 0.655 -3.358 6.036
H 0.434 -2.699 7.658
H 0.204 -0.484 4.745
H -1.865 0.575 3.947
H -4.166 -1.857 6.630
H -2.066 -2.909 7.451
H -5.920 -0.687 3.079
H -4.552 -2.022 1.743
H -3.174 -1.731 2.780
H -2.847 0.488 1.870
H -4.483 0.515 1.194
*
```

<ii>
A structure of composition C51H44BrClN3O8PSTi, computed with wB97M-V/def2-TZVPD.

* E_HOMO (alpha / beta): 0.27 / -2.55 eV
* molar mass: 1053.19 u
* expectation value of S²: 2.051
* HOMO-LUMO gap (alpha / beta): 0.12308 / 0.22694 Ha

The geometry in ORCA input format:
```
! RIJCOSX wB97M-V def2-TZVPD def2/J DEFGRID3
* xyz -2 3
Ti -1.092 -0.528 -0.002
O 0.502 -1.444 0.266
C 1.013 -2.442 0.997
C 2.265 -2.959 0.702
C 2.813 -4.007 1.447
C 2.086 -4.539 2.512
C 0.850 -4.017 2.837
C 0.275 -2.943 2.113
C -0.942 -2.356 2.502
N -1.535 -1.333 1.870
C -2.663 -0.706 2.525
C -3.794 -0.552 1.511
N -3.199 -0.480 0.206
C -4.037 -0.452 -0.850
C -3.667 -0.875 -2.142
C -4.516 -0.696 -3.263
C -4.217 -1.244 -4.496
C -3.054 -1.997 -4.660
C -2.188 -2.168 -3.579
C -2.451 -1.604 -2.343
O -1.592 -1.776 -1.330
H 2.816 -2.530 -0.122
H 3.792 -4.395 1.194
H 2.493 -5.360 3.092
H 0.296 -4.417 3.681
H -1.413 -2.732 3.412
H -2.358 0.276 2.906
H -2.993 -1.295 3.390
H -4.418 0.329 1.742
H -4.454 -1.433 1.566
H -5.075 -0.152 -0.685
H -5.429 -0.125 -3.124
H -4.889 -1.089 -5.334
H -2.807 -2.428 -5.623
H -1.259 -2.712 -3.695
Cl 1.926 1.198 1.015
C 3.554 0.790 0.625
C 4.503 0.836 1.643
C 5.832 0.594 1.354
C 6.222 0.328 0.044
C 5.267 0.271 -0.955
C 3.909 0.464 -0.691
P 2.576 0.321 -1.977
C 3.225 1.474 -3.246
C 3.505 2.786 -2.853
C 3.816 3.759 -3.787
C 3.849 3.442 -5.140
C 3.568 2.146 -5.542
C 3.254 1.169 -4.603
C 2.932 -1.311 -2.735
C 1.886 -2.234 -2.682
C 2.046 -3.509 -3.210
C 3.248 -3.876 -3.793
C 4.292 -2.960 -3.864
C 4.130 -1.686 -3.344
H 4.180 1.066 2.649
H 6.567 0.622 2.149
H 7.265 0.166 -0.196
H 5.582 0.084 -1.975
H 3.462 3.048 -1.801
H 4.010 4.774 -3.463
H 4.067 4.207 -5.874
H 3.580 1.889 -6.595
H 3.004 0.169 -4.934
H 0.948 -1.957 -2.219
H 1.225 -4.212 -3.154
H 3.376 -4.875 -4.195
H 5.234 -3.238 -4.324
H 4.942 -0.974 -3.440
Br -6.521 4.255 2.198
C -5.137 3.585 1.059
C -5.378 3.505 -0.304
C -4.369 3.018 -1.123
C -3.163 2.593 -0.581
C -2.948 2.672 0.787
C -3.936 3.197 1.617
C -1.659 2.197 1.434
O -1.266 2.780 2.437
O -1.074 1.188 0.893
H -6.339 3.794 -0.708
H -4.539 2.935 -2.190
H -2.387 2.169 -1.203
H -3.746 3.276 2.678
C -4.615 7.072 -0.881
C -3.675 6.510 -1.910
C -2.386 6.122 -1.568
C -1.508 5.638 -2.529
C -1.937 5.532 -3.841
C -3.233 5.882 -4.202
C -4.091 6.370 -3.235
S -0.791 5.050 -5.092
O 0.533 5.100 -4.526
O -1.045 5.830 -6.275
N -1.264 3.507 -5.416
C -1.542 2.594 -4.282
C -0.374 2.333 -3.331
C -0.406 0.887 -2.823
O -0.087 0.000 -3.606
O -0.728 0.781 -1.586
H -4.113 7.214 0.075
H -5.455 6.397 -0.717
H -5.018 8.032 -1.208
H -2.058 6.204 -0.538
H -0.495 5.360 -2.277
H -3.540 5.798 -5.236
H -5.099 6.661 -3.509
H -0.535 3.115 -6.011
H -1.863 1.658 -4.742
H -2.398 2.998 -3.742
H -0.378 3.036 -2.498
H 0.569 2.454 -3.869
*
```

On energetic grounds, <i> is preferred over the next structure by 0.080 eV.